(1)
C27H65F2N8O10S2V as an isolated structure in a non-equilibrium geometry. Source: OMol25; level of theory: the ωB97M-V functional and the def2-TZVPD basis.

Calculated values
Gap between HOMO and LUMO (spin up / spin down): 6.0232 / 6.7722 eV
ΔE to the lowest compared entry with this formula, charge and spin: 0.0 kcal/mol
E_tot: -4198.17182 a.u.

The geometry in ORCA input format:
```
! wB97M-V def2-TZVPD RIJCOSX def2/J DEFGRID3
* xyz 0 3
H -2.381 -3.334 3.676
C -0.584 -4.569 0.158
H -2.894 1.936 -1.322
C -5.267 -0.989 4.142
H -1.323 -0.574 5.045
H 6.466 5.078 0.255
H -5.229 -3.180 3.983
C -2.653 3.307 -4.394
H 3.144 1.092 -5.368
N 3.755 -1.230 2.557
H -3.346 0.916 -4.772
H -6.342 -0.843 4.250
H -4.940 -0.719 3.138
C -1.816 -3.171 -3.823
N -1.792 -4.894 0.859
H -3.886 3.333 -1.773
C -4.965 -2.396 4.693
O 0.659 -1.647 0.666
C 4.815 -0.314 3.060
H 2.991 -2.204 0.860
C -1.276 -1.611 4.712
C 5.908 5.877 0.743
H 4.523 0.186 3.984
C -1.684 -5.841 2.008
H -4.899 -0.237 4.839
C 0.718 2.460 -5.485
H 0.514 6.038 -0.702
C -3.213 1.105 -3.695
O 2.653 -1.486 4.605
H 4.059 6.820 0.407
H -1.175 -4.118 -6.270
H 0.789 5.302 0.793
C 2.609 2.950 1.667
H 1.633 3.322 1.353
H 2.642 1.058 -7.095
H -0.880 -2.078 5.614
C -3.920 -3.487 7.422
N 2.088 2.789 -5.993
H 1.306 -3.752 -3.561
C -2.965 2.793 -1.992
C 3.017 1.676 -6.279
H -3.742 -4.377 8.025
N -1.204 -0.352 -0.946
H 4.848 0.507 2.344
H -2.493 2.842 -5.367
H 0.499 1.539 -6.025
H 0.461 -3.559 -6.171
H -0.066 -5.088 -5.469
C 2.408 4.895 -0.593
H 2.677 5.210 -1.601
C 1.313 5.858 0.016
N 3.700 4.708 0.153
O -2.036 -2.568 -2.775
H 2.469 2.533 2.665
O -3.332 0.177 -2.901
H -4.963 -3.200 7.553
H 1.995 3.904 -0.778
C -3.411 -3.751 5.966
H 0.068 -5.436 0.047
H 4.691 -2.523 1.428
H 3.584 4.177 -6.119
C -2.865 -4.241 0.589
H -3.364 -2.663 7.869
O -2.929 -3.290 -0.176
H -2.347 -3.954 6.094
H 1.088 -2.058 -4.079
C 2.787 -1.684 3.364
O 1.990 4.882 -5.155
H -1.684 3.780 -4.235
H 4.267 -0.943 0.579
C 3.933 -1.774 1.200
V -2.953 -1.303 -1.271
H -3.813 -4.608 5.426
N -0.595 -3.394 -4.300
H -2.551 -3.609 -4.516
H 5.755 -0.846 3.205
C 2.572 3.977 -5.733
C 3.500 4.227 1.542
C 0.624 -2.901 -3.567
H -3.683 -4.655 1.198
F -1.612 -1.274 1.087
H 1.708 6.828 0.319
O -4.008 -0.626 -0.263
H 2.080 -2.330 2.820
H -3.489 3.997 -4.504
H 5.895 5.638 1.806
O 1.207 -0.479 -1.808
H -1.510 -5.282 2.928
H 4.716 6.143 -0.996
N -2.980 2.343 -3.340
H -0.769 -4.151 -0.831
H 0.666 2.216 -4.424
C -2.586 -2.361 4.122
N -3.606 -2.564 5.150
O 0.153 1.779 -1.181
S -0.278 -0.494 0.577
H -0.466 -1.736 3.994
H 3.136 5.018 2.198
C -0.328 -4.037 -5.590
H -5.689 -2.614 5.478
C 4.536 5.906 0.052
H 3.958 2.091 -6.641
H -2.996 -1.676 3.380
H 4.474 3.982 1.966
H -2.621 -6.388 2.116
H 0.053 3.290 -5.724
S 0.027 0.339 -1.519
F -0.555 0.527 -2.995
H -2.193 3.504 -1.698
H 6.585 6.715 0.577
O -0.181 0.611 1.544
H 0.038 -3.899 0.752
H 2.988 2.180 0.995
H -0.844 -6.493 1.770
H 0.438 -2.508 -2.567
*
```

(2)
C27H66AsF6N6O3 as an isolated structure in a non-equilibrium geometry. Source: OMol25; level of theory: the ωB97M-V functional and the def2-TZVPD basis.

Calculated values
Gap between HOMO and LUMO: 8.5692 eV
ΔE to the lowest compared entry with this formula, charge and spin: 128.3 kcal/mol
E_tot: -4457.62750 a.u.

The geometry in ORCA input format:
```
! wB97M-V def2-TZVPD RIJCOSX def2/J DEFGRID3
* xyz -1 1
H 0.463 9.725 -5.035
F 2.240 -0.293 -0.191
H 1.857 5.923 -4.728
H -0.627 7.525 3.263
N -8.241 -0.261 -3.504
C 1.323 7.798 -5.440
C 6.368 -6.500 -4.486
C -10.454 -0.620 -2.375
C 3.021 5.263 3.844
N 4.869 -7.223 3.799
C 5.629 -8.144 4.657
H 2.237 4.549 4.093
H -7.009 1.754 -1.570
H 0.971 5.306 1.850
H -8.570 -0.236 -5.910
H -8.745 0.393 -1.593
As 0.936 -1.017 -1.268
C 2.515 -7.005 2.981
C 1.415 9.180 1.042
H 5.897 -7.249 -3.849
H -0.545 5.857 3.474
O 2.449 8.145 -5.679
H 7.584 -8.613 5.150
H -0.696 6.454 -3.842
H -6.483 -0.567 -2.490
H -8.402 -1.295 -1.673
H -1.705 -0.266 8.221
H -3.094 -1.691 3.029
H 5.255 -8.127 5.681
C -0.417 6.615 2.701
C -2.315 -0.331 6.081
H -8.767 -2.437 -3.769
F -0.380 -1.593 -2.359
H -6.082 0.080 -4.010
F 2.039 -2.288 -1.786
H 4.489 -4.737 4.747
H 2.359 -5.312 -6.225
H 1.391 8.955 3.107
H -9.907 -1.104 -5.663
H 3.499 -4.033 -6.425
H 5.345 -9.129 4.288
C 5.516 -4.849 4.402
H -0.873 6.159 -5.631
O -3.043 0.649 6.130
H -10.916 -0.048 -3.180
H 0.055 5.016 -4.550
C -0.246 6.045 -4.747
F 0.290 -2.067 0.011
H -1.264 6.431 2.041
H -7.295 -2.135 -4.368
H 1.623 10.250 1.071
C 0.195 8.795 -5.536
N 1.137 6.587 -4.975
H -3.402 0.058 3.265
H 1.790 6.959 4.344
H -8.578 -2.061 -6.375
H -10.839 -0.391 -1.381
H 7.428 -6.909 4.669
C -6.760 1.600 -2.620
H 3.357 -8.350 4.368
H 6.252 -6.170 2.774
C -8.235 -1.602 -4.225
H 2.446 -7.851 2.297
H 0.334 9.076 0.957
H 2.891 9.054 2.613
H 6.709 -5.608 -3.959
C -6.828 0.166 -3.219
H -0.011 9.066 -6.572
C 3.403 -5.118 -6.474
C 2.554 6.718 3.605
C 3.463 -7.286 4.158
H 3.558 5.123 4.783
H 1.886 8.857 0.114
C 1.986 8.537 2.294
O 5.425 -7.193 -6.535
C 5.296 -6.457 -5.547
H 4.630 -5.510 2.537
H 3.639 -5.599 -7.423
H 2.754 -6.103 2.417
H 7.173 -7.026 -5.000
H 7.495 -8.124 3.407
H 3.286 -6.768 5.100
H -7.337 2.369 -3.134
C 7.144 -7.932 4.421
H 1.477 -7.025 3.316
N -2.280 -1.094 4.910
H 5.981 -5.195 5.325
H -1.246 -1.700 7.267
N 4.359 -5.477 -5.449
H 5.971 -3.877 4.211
F 1.433 0.009 -2.702
F -0.092 0.391 -0.705
H -0.337 -0.189 7.082
H -0.741 8.573 -5.024
C -3.244 -0.899 3.763
C 5.311 -5.938 3.272
C -1.325 -0.613 7.260
H 3.486 7.241 3.819
H -4.242 -0.995 4.190
H 0.710 6.722 0.841
C 0.853 6.390 1.869
H 4.196 -4.958 -4.598
C -8.830 -1.268 -5.671
N 2.115 7.083 2.277
H 3.582 4.881 2.992
H -10.801 -1.633 -2.576
H -5.721 1.924 -2.564
H -1.500 -1.674 4.635
C -8.912 -0.493 -2.206
*
```

(3)
A 8-piece molecular cluster, C27H66BF4NO19P4 overall in a non-equilibrium geometry. Source: OMol25; level of theory: the ωB97M-V functional and the def2-TZVPD basis.

Calculated values
Gap between HOMO and LUMO: 4.6842 eV
ΔE to the lowest compared entry with this formula, charge and spin: 31.4 kcal/mol
E_tot: -4342.34556 a.u.

The geometry in ORCA input format:
```
! wB97M-V def2-TZVPD RIJCOSX def2/J DEFGRID3
* xyz 0 1
C -0.790 5.710 -2.741
H -0.199 -4.970 2.667
C -6.334 0.437 6.474
C 2.265 2.317 -4.384
H -2.081 3.995 -4.076
C -0.184 2.531 -5.345
C 1.991 -2.972 -0.947
N 0.755 4.389 -4.047
O -4.737 -0.444 3.033
H -0.055 6.456 -2.749
H -2.386 1.893 2.841
H -2.124 -4.881 2.962
H -2.960 -1.766 2.965
H 0.834 4.811 -6.711
H 7.518 0.180 1.192
C 8.641 0.844 -3.204
H 9.336 -0.011 -2.626
H 3.049 4.678 1.668
H -5.202 -4.043 -1.828
C 1.660 -2.899 -2.384
H 1.143 -0.550 2.153
H 9.249 1.634 -3.542
C -1.480 3.482 -3.402
H 2.807 4.344 -6.012
O -3.883 -0.884 5.229
H -6.219 -5.563 -1.878
H 2.110 1.892 -3.537
H 8.445 0.209 -4.145
H 0.953 2.779 -1.817
C -1.101 2.191 -4.097
B -0.479 0.586 -0.078
H -2.109 0.416 3.824
H -6.884 -4.437 -0.552
H -0.521 3.467 -0.901
C -5.891 -4.773 -1.116
H -5.323 -7.659 0.897
C -0.618 -2.574 6.571
C 1.100 -0.234 3.236
H -1.965 -3.430 -0.680
O 1.387 -3.052 3.304
O -6.053 0.298 5.130
C 2.707 5.162 2.443
H -3.376 -3.154 0.133
H 2.023 -0.130 3.643
H -0.545 -3.150 -2.565
H 7.917 -0.819 -0.350
H -4.985 -8.535 -0.614
O -2.374 -5.010 0.373
H -0.066 -1.570 -2.143
H -1.219 5.911 -1.843
H 2.688 4.616 3.447
C 0.287 4.651 2.716
H -1.059 -5.174 4.281
H -4.323 -9.107 0.953
O -3.391 -7.400 0.029
O 0.134 -0.902 4.095
O 4.768 1.178 -2.331
F 0.690 0.317 -0.733
C 0.400 3.624 -1.656
C -2.416 1.559 3.880
F -1.396 1.036 -1.029
H 4.045 -0.681 -1.561
C -4.473 -8.234 0.307
H -5.945 -0.395 6.953
H 3.166 6.070 2.767
O -3.740 1.541 4.377
C -2.363 -3.597 0.172
P -4.552 0.140 4.456
O 6.619 0.815 -0.489
C 3.712 0.231 -2.275
H 6.473 -1.105 0.321
C 1.643 3.876 -6.272
C -3.679 -1.222 2.232
H 0.133 1.597 -5.729
H -5.871 1.522 6.779
H 3.712 -0.342 -3.313
C 0.296 -2.317 -2.789
H 2.841 1.646 -5.126
H -1.977 1.800 -4.517
H -7.306 0.408 6.743
O 1.077 6.095 1.027
H 2.649 -3.672 -0.837
H -0.762 4.641 2.333
H 0.960 4.339 -1.145
H 2.748 0.751 -2.025
H -1.741 -3.143 1.078
H -2.277 3.200 -2.756
H -1.561 -3.134 6.555
C 1.296 5.315 1.986
H -1.579 6.028 -3.549
H 1.617 3.125 -7.199
C 1.115 3.238 -4.987
C -1.097 -4.682 3.415
O -1.148 -3.252 3.611
P -3.593 -5.875 -0.392
P 0.250 -2.597 4.130
O 7.472 1.439 -2.528
H -0.700 3.328 -6.091
H -0.816 -1.577 6.378
H 0.216 5.358 3.692
H 2.253 -2.049 -0.698
H -0.623 1.499 -3.465
O 6.413 -0.776 -2.323
H 0.780 0.752 3.235
O -5.127 -5.276 -0.124
C 7.111 -0.270 0.228
H -1.699 2.302 4.476
F -1.024 -0.637 0.414
O -3.275 -5.732 -1.774
H 1.242 -3.335 -0.353
F -0.303 1.518 0.929
H -0.212 -2.795 7.618
O 2.492 -3.156 -3.246
H 3.031 3.131 -3.893
H 0.509 -1.834 -3.680
P 6.288 0.619 -2.086
C -0.222 4.270 -2.942
H 0.425 3.467 2.807
H -3.000 -0.500 1.952
H -4.092 -1.644 1.319
O 0.344 -2.939 5.666
O 1.642 5.233 -3.891
*
```

(4)
A 5-piece molecular cluster, C27H66BN5O10PS overall in a non-equilibrium geometry. Source: OMol25; level of theory: the ωB97M-V functional and the def2-TZVPD basis.

Calculated values
Gap between HOMO and LUMO: 8.2634 eV
E_tot: -2858.75903 a.u.

The geometry in ORCA input format:
```
! wB97M-V def2-TZVPD RIJCOSX def2/J DEFGRID3
* xyz 1 1
H 2.165 -4.086 -10.989
C 4.392 -5.606 -8.810
N -1.874 -0.568 0.083
H 1.041 -2.802 -5.052
H -2.877 4.913 9.008
C 0.107 -0.606 -2.073
H -0.083 0.080 -2.904
H -2.457 2.054 8.476
H 3.451 -3.357 -5.023
C -0.026 3.010 8.483
H 2.882 5.938 2.541
N -3.184 -0.710 2.141
O 2.219 -4.615 -8.373
H -0.202 2.934 3.077
C 1.539 -1.098 2.067
C 2.449 -1.451 -5.090
H -0.925 -0.220 4.001
C 3.024 4.494 0.934
H -2.283 2.459 4.331
C 0.232 0.177 -0.811
H 1.819 2.966 0.785
C -2.913 -0.805 -0.945
H -4.592 1.159 0.166
H -1.248 4.279 7.259
B -0.114 -2.480 0.831
H 3.541 -2.445 -3.508
C -4.298 0.883 -1.973
H -1.380 1.534 5.526
C -1.506 0.598 3.552
H 4.697 -5.416 -7.781
H 3.408 5.202 0.198
C -4.170 -3.255 1.389
H 1.417 -1.420 3.107
O 1.173 -1.936 -4.647
N -0.968 0.475 -0.065
C 2.241 5.243 1.997
H 2.321 -2.288 -7.070
H -3.464 -3.152 0.562
H -5.105 -3.659 0.983
C 3.345 -4.598 -9.255
H 3.754 -4.765 -11.376
C -0.187 2.674 4.148
H -3.597 1.024 3.241
H 1.060 -1.098 -2.276
H -3.287 -0.407 4.237
H -4.997 0.094 -2.281
C 2.908 -4.826 -10.691
C -1.365 3.641 8.138
C -2.097 -1.074 1.396
H -5.954 -1.652 0.542
H -5.924 1.701 -0.843
H 3.750 -3.588 -9.156
H 0.710 3.769 8.749
C -1.399 1.823 4.470
C 2.465 -1.310 -6.600
H -2.087 3.830 10.160
H 1.775 -2.453 -0.911
H 1.218 1.316 3.904
P -4.615 -1.729 2.323
H -3.783 -4.008 2.084
C -1.923 4.465 9.285
H 1.818 -5.490 -8.425
O 2.168 3.629 0.175
H 2.460 -5.819 -10.795
H -2.624 -1.699 -1.515
H 2.546 -0.468 -4.624
H 3.414 -0.903 -6.950
H 4.730 3.183 0.756
H 1.421 5.805 1.548
S -1.379 -2.790 3.295
O -5.594 -1.032 1.191
H 0.940 -0.203 1.879
C 4.176 3.707 1.534
O -2.304 2.643 7.727
H 3.792 2.966 2.242
O 1.246 0.604 -0.390
H 3.984 -6.620 -8.863
N 1.215 -2.197 1.140
H 1.824 4.538 2.719
H -0.222 3.611 4.711
H -4.450 2.675 -0.748
O -2.992 0.285 -1.798
H -0.298 -3.187 -1.038
H -1.101 2.346 -2.079
C 2.218 -2.454 0.087
H 5.275 -5.564 -9.448
H -1.343 3.727 -0.956
H 4.862 4.362 2.071
C -1.455 1.826 -0.052
C -2.948 0.151 3.358
H -0.687 -1.352 -2.052
H 0.202 2.856 -0.983
H -1.234 5.261 9.570
H 1.662 -0.654 -6.938
H 2.716 -3.415 0.243
H -4.167 1.535 -2.840
C -0.883 2.746 -1.082
C -4.831 1.653 -0.779
H -3.869 -1.007 -0.440
H -1.060 0.857 2.591
H 4.542 -1.973 -4.889
H -0.138 2.334 9.335
O 1.064 2.075 4.484
H 0.359 2.436 7.638
H 2.590 -0.828 1.948
H -0.323 -2.184 3.851
H 2.971 -1.665 0.112
O -0.573 -3.354 -0.127
O -2.281 2.117 0.756
N -1.222 -1.966 1.775
C 3.564 -2.357 -4.596
*
```